C24H21ClN4O4S | ωB97M-V/def2-TZVPD

Results
SMILES string ... Cc1cc(Cl)ccc1O[C@@H](C)C(=O)Nc1ccc(S(=O)(=O)Nc2cnc3ccccc3n2)cc1
HOMO ... -8.87 eV
LUMO level ... -0.3 eV
Kohn-Sham gap ... 8.612 eV
Total charge ... 0

Each line ends with the Löwdin charge.
Geometry (Å):
C1 -4.88 -2.14 -2.33  -0.0268
C2 -5.13 -1.11 -1.27  -0.1963
C3 -6.06 -0.10 -1.45  -0.0630
C4 -6.27 0.84 -0.45  -0.6750
Cl1 -7.43 2.10 -0.70  0.6712
C5 -5.56 0.78 0.73  -0.0946
C6 -4.64 -0.23 0.93  0.0017
C7 -4.42 -1.18 -0.06  -0.2182
O1 -3.52 -2.20 0.03  -0.0437
C8 -2.92 -2.47 1.29  -0.2890
C9 -2.24 -3.84 1.19  -0.0007
C10 -1.86 -1.44 1.68  -0.4406
O2 -1.56 -1.22 2.83  0.0974
N1 -1.29 -0.86 0.58  0.1633
C11 -0.29 0.10 0.51  -0.1919
C12 0.38 0.56 1.65  0.0251
C13 1.38 1.51 1.51  -0.0426
C14 1.69 2.00 0.26  -0.2953
S1 3.04 3.15 0.05  0.6667
O3 3.60 3.47 1.33  -0.2751
O4 2.68 4.21 -0.84  -0.2767
N2 4.15 2.21 -0.83  -0.0285
C15 4.38 0.90 -0.49  -0.3466
C16 4.43 0.51 0.88  -0.0637
N3 4.61 -0.72 1.23  0.1486
C17 4.79 -1.64 0.25  -0.2226
C18 5.00 -2.99 0.58  -0.0180
C19 5.21 -3.91 -0.41  -0.0839
C20 5.21 -3.52 -1.76  -0.0813
C21 5.01 -2.22 -2.11  -0.0216
C22 4.79 -1.25 -1.11  -0.2157
N4 4.56 0.04 -1.46  0.1887
C23 1.03 1.56 -0.87  -0.0485
C24 0.03 0.62 -0.74  0.0042
H1 -4.93 -3.14 -1.90  0.0858
H2 -3.88 -2.01 -2.75  0.0864
H3 -5.61 -2.05 -3.13  0.0806
H4 -6.61 -0.04 -2.37  0.1124
H5 -5.73 1.52 1.51  0.1087
H6 -4.09 -0.25 1.85  0.1143
H7 -3.68 -2.50 2.08  0.1636
H8 -1.76 -4.08 2.13  0.0932
H9 -2.98 -4.60 0.95  0.0877
H10 -1.49 -3.82 0.40  0.0899
H11 -1.69 -1.14 -0.31  0.1493
H12 0.12 0.17 2.62  0.1074
H13 1.91 1.88 2.37  0.1189
H14 4.15 2.40 -1.82  0.1255
H15 4.32 1.25 1.66  0.1042
H16 4.99 -3.27 1.63  0.1121
H17 5.37 -4.95 -0.16  0.1016
H18 5.38 -4.27 -2.52  0.1026
H19 5.01 -1.90 -3.14  0.1099
H20 1.28 1.98 -1.83  0.1211
H21 -0.50 0.27 -1.62  0.1177